Entry 1:
This record from the Open Molecules 2025 dataset describes C20H25N5S in the gas phase. The level of theory is the ωB97M-V functional and the def2-TZVPD basis.

CARTESIAN COORDINATES (ANGSTROEM)
C1 5.17388 3.15770 -1.12925
C2 5.90502 1.89710 -0.67537
N1 4.97171 0.86990 -0.25980
C3 5.43330 -0.49009 -0.43953
C4 6.67420 -0.88332 0.37158
C5 4.30690 1.12794 1.00153
C6 2.80607 1.33048 0.80689
S1 1.99555 -0.25194 0.39327
C7 0.37145 0.34336 0.28546
N2 0.00140 1.58171 0.39829
N3 -1.34396 1.62908 0.27667
C8 -1.78069 0.41234 0.10663
N4 -3.05442 -0.01582 -0.08609
C9 -4.21322 0.75023 -0.12322
C10 -5.41969 0.09862 -0.37401
C11 -6.60057 0.81441 -0.40814
C12 -6.59329 2.18246 -0.19290
C13 -5.39334 2.82845 0.05594
C14 -4.20388 2.12530 0.09287
N5 -0.72196 -0.48084 0.10435
C15 -0.75287 -1.87968 -0.01132
C16 -1.61220 -2.62127 0.79476
C17 -1.64881 -3.99839 0.67040
C18 -0.82911 -4.63830 -0.24390
C19 0.03428 -3.89816 -1.03488
C20 0.07384 -2.52056 -0.92710
H1 4.63648 3.61879 -0.30469
H2 5.88730 3.87888 -1.52081
H3 4.46086 2.90909 -1.91043
H4 6.47648 1.50178 -1.51826
H5 6.61966 2.16009 0.12440
H6 5.64425 -0.62656 -1.50452
H7 4.60268 -1.15166 -0.17968
H8 7.53123 -0.28068 0.08052
H9 6.91151 -1.92923 0.19587
H10 6.50150 -0.74489 1.43670
H11 4.70820 2.03505 1.46715
H12 4.45908 0.30177 1.70596
H13 2.32899 1.69641 1.71519
H14 2.59940 2.01274 -0.01420
H15 -3.16188 -1.00094 -0.28538
H16 -5.42675 -0.97027 -0.54203
H17 -7.53018 0.29990 -0.60302
H18 -7.51732 2.73988 -0.21988
H19 -5.38076 3.89521 0.22291
H20 -3.26403 2.61724 0.28187
H21 -2.22633 -2.12227 1.53094
H22 -2.31430 -4.57195 1.29805
H23 -0.85891 -5.71337 -0.33476
H24 0.67875 -4.39472 -1.74404
H25 0.74166 -1.93776 -1.54195

The electronic energy comes out at -1449.06806 hartree. The spin multiplicity is 1. The max |F| comes out at 0.0259 hartree/bohr. For the energy above the lowest of the compared OMol25 structures with the same formula, charge and spin, the calculation gives 0.0 kcal per mole.

Entry 2:
This record from the Open Molecules 2025 dataset describes C20H25NO4 in the gas phase. The level of theory is the ωB97M-V functional and the def2-TZVPD basis.

CARTESIAN COORDINATES (ANGSTROEM)
O1 -1.35172 0.11553 -0.15427
C1 -1.96262 0.09308 -1.42516
C2 -0.93719 -0.16141 -2.54673
O2 0.03338 0.86043 -2.62470
C3 1.25292 0.70992 -2.01382
C4 1.59093 -0.27730 -1.10053
C5 2.86463 -0.32297 -0.55168
C6 3.81831 0.62043 -0.90265
O3 5.09937 0.66550 -0.43128
C7 5.52398 -0.33403 0.46754
C8 4.85596 -0.27821 1.82115
C9 4.36329 0.92215 2.31385
C10 3.75922 0.97125 3.55749
C11 3.65059 -0.17651 4.32342
C12 4.14725 -1.37548 3.84022
C13 4.74399 -1.42728 2.59340
C14 3.47132 1.62263 -1.81130
C15 2.21120 1.66535 -2.35905
C16 -3.02669 -1.02505 -1.41825
N1 -4.30476 -0.70585 -0.83142
C17 -5.10586 0.24766 -1.57531
C18 -6.51453 0.25513 -0.97632
O4 -6.49008 0.60309 0.38702
C19 -5.67927 -0.29344 1.11274
C20 -4.25124 -0.31904 0.56738
H1 -0.67602 0.80410 -0.14652
H2 -2.43929 1.06499 -1.62691
H3 -0.47295 -1.14415 -2.41878
H4 -1.45905 -0.14077 -3.50871
H5 0.87363 -1.01726 -0.78117
H6 3.08399 -1.09879 0.16421
H7 5.39830 -1.33164 0.02287
H8 6.59841 -0.14916 0.58620
H9 4.45157 1.81627 1.71442
H10 3.37449 1.90923 3.92975
H11 3.17967 -0.13813 5.29440
H12 4.06532 -2.27414 4.43379
H13 5.12626 -2.36529 2.21494
H14 4.21506 2.35690 -2.07678
H15 1.93922 2.43403 -3.06467
H16 -2.60803 -1.86434 -0.85595
H17 -3.21009 -1.34813 -2.44626
H18 -5.15260 -0.06340 -2.62113
H19 -4.69878 1.27213 -1.52502
H20 -7.14307 0.99765 -1.47132
H21 -6.95929 -0.74408 -1.09854
H22 -5.69407 0.05121 2.14793
H23 -6.10493 -1.30658 1.05556
H24 -3.65434 -1.05058 1.11272
H25 -3.79579 0.67433 0.70323

The electronic energy comes out at -1132.78119 hartree. The spin multiplicity is 1. The max |F| comes out at 0.0136 hartree/bohr. For the energy above the lowest of the compared OMol25 structures with the same formula, charge and spin, the calculation gives 76.8 kcal per mole.

Repeat the first record exactly.
This record from the Open Molecules 2025 dataset describes C20H25N5S in the gas phase. The level of theory is the ωB97M-V functional and the def2-TZVPD basis.

CARTESIAN COORDINATES (ANGSTROEM)
C1 5.17388 3.15770 -1.12925
C2 5.90502 1.89710 -0.67537
N1 4.97171 0.86990 -0.25980
C3 5.43330 -0.49009 -0.43953
C4 6.67420 -0.88332 0.37158
C5 4.30690 1.12794 1.00153
C6 2.80607 1.33048 0.80689
S1 1.99555 -0.25194 0.39327
C7 0.37145 0.34336 0.28546
N2 0.00140 1.58171 0.39829
N3 -1.34396 1.62908 0.27667
C8 -1.78069 0.41234 0.10663
N4 -3.05442 -0.01582 -0.08609
C9 -4.21322 0.75023 -0.12322
C10 -5.41969 0.09862 -0.37401
C11 -6.60057 0.81441 -0.40814
C12 -6.59329 2.18246 -0.19290
C13 -5.39334 2.82845 0.05594
C14 -4.20388 2.12530 0.09287
N5 -0.72196 -0.48084 0.10435
C15 -0.75287 -1.87968 -0.01132
C16 -1.61220 -2.62127 0.79476
C17 -1.64881 -3.99839 0.67040
C18 -0.82911 -4.63830 -0.24390
C19 0.03428 -3.89816 -1.03488
C20 0.07384 -2.52056 -0.92710
H1 4.63648 3.61879 -0.30469
H2 5.88730 3.87888 -1.52081
H3 4.46086 2.90909 -1.91043
H4 6.47648 1.50178 -1.51826
H5 6.61966 2.16009 0.12440
H6 5.64425 -0.62656 -1.50452
H7 4.60268 -1.15166 -0.17968
H8 7.53123 -0.28068 0.08052
H9 6.91151 -1.92923 0.19587
H10 6.50150 -0.74489 1.43670
H11 4.70820 2.03505 1.46715
H12 4.45908 0.30177 1.70596
H13 2.32899 1.69641 1.71519
H14 2.59940 2.01274 -0.01420
H15 -3.16188 -1.00094 -0.28538
H16 -5.42675 -0.97027 -0.54203
H17 -7.53018 0.29990 -0.60302
H18 -7.51732 2.73988 -0.21988
H19 -5.38076 3.89521 0.22291
H20 -3.26403 2.61724 0.28187
H21 -2.22633 -2.12227 1.53094
H22 -2.31430 -4.57195 1.29805
H23 -0.85891 -5.71337 -0.33476
H24 0.67875 -4.39472 -1.74404
H25 0.74166 -1.93776 -1.54195

The electronic energy comes out at -1449.06806 hartree. The spin multiplicity is 1. The max |F| comes out at 0.0259 hartree/bohr. For the energy above the lowest of the compared OMol25 structures with the same formula, charge and spin, the calculation gives 0.0 kcal per mole.

Repeat the first record exactly.
This record from the Open Molecules 2025 dataset describes C20H25N5S in the gas phase. The level of theory is the ωB97M-V functional and the def2-TZVPD basis.

CARTESIAN COORDINATES (ANGSTROEM)
C1 5.17388 3.15770 -1.12925
C2 5.90502 1.89710 -0.67537
N1 4.97171 0.86990 -0.25980
C3 5.43330 -0.49009 -0.43953
C4 6.67420 -0.88332 0.37158
C5 4.30690 1.12794 1.00153
C6 2.80607 1.33048 0.80689
S1 1.99555 -0.25194 0.39327
C7 0.37145 0.34336 0.28546
N2 0.00140 1.58171 0.39829
N3 -1.34396 1.62908 0.27667
C8 -1.78069 0.41234 0.10663
N4 -3.05442 -0.01582 -0.08609
C9 -4.21322 0.75023 -0.12322
C10 -5.41969 0.09862 -0.37401
C11 -6.60057 0.81441 -0.40814
C12 -6.59329 2.18246 -0.19290
C13 -5.39334 2.82845 0.05594
C14 -4.20388 2.12530 0.09287
N5 -0.72196 -0.48084 0.10435
C15 -0.75287 -1.87968 -0.01132
C16 -1.61220 -2.62127 0.79476
C17 -1.64881 -3.99839 0.67040
C18 -0.82911 -4.63830 -0.24390
C19 0.03428 -3.89816 -1.03488
C20 0.07384 -2.52056 -0.92710
H1 4.63648 3.61879 -0.30469
H2 5.88730 3.87888 -1.52081
H3 4.46086 2.90909 -1.91043
H4 6.47648 1.50178 -1.51826
H5 6.61966 2.16009 0.12440
H6 5.64425 -0.62656 -1.50452
H7 4.60268 -1.15166 -0.17968
H8 7.53123 -0.28068 0.08052
H9 6.91151 -1.92923 0.19587
H10 6.50150 -0.74489 1.43670
H11 4.70820 2.03505 1.46715
H12 4.45908 0.30177 1.70596
H13 2.32899 1.69641 1.71519
H14 2.59940 2.01274 -0.01420
H15 -3.16188 -1.00094 -0.28538
H16 -5.42675 -0.97027 -0.54203
H17 -7.53018 0.29990 -0.60302
H18 -7.51732 2.73988 -0.21988
H19 -5.38076 3.89521 0.22291
H20 -3.26403 2.61724 0.28187
H21 -2.22633 -2.12227 1.53094
H22 -2.31430 -4.57195 1.29805
H23 -0.85891 -5.71337 -0.33476
H24 0.67875 -4.39472 -1.74404
H25 0.74166 -1.93776 -1.54195

The electronic energy comes out at -1449.06806 hartree. The spin multiplicity is 1. The max |F| comes out at 0.0259 hartree/bohr. For the energy above the lowest of the compared OMol25 structures with the same formula, charge and spin, the calculation gives 0.0 kcal per mole.

Question: The highest electronic energy belongs to which entry?
Answer: C20H25NO4

Question: Which value of energy above the lowest of the compared OMol25 structures with the same formula, charge and spin does entry 1 give?
Answer: 0.0 kcal per mole